(1)
{
  "formula": "C5H5NO2",
  "method": "the ωB97M-V functional and the def2-TZVPD basis",
  "symbols": ["N", "C", "H", "H", "H", "C", "H", "H", "C", "C", "O", "C", "O"],
  "positions_angstrom": [[-0.077, 1.000, -1.904], [0.111, 0.130, 1.769], [-0.632, -1.832, 1.484], [0.995, -1.525, 0.814], [-0.960, 1.102, -2.389], [0.294, -0.204, -1.468], [0.735, 1.655, -1.976], [0.343, 2.056, 2.974], [-0.628, -0.802, -0.381], [-0.004, -1.092, 0.972], [-1.792, -0.993, -0.626], [0.193, 1.150, 2.414], [1.421, -0.645, -1.682]],
  "forces_ev_per_a": [[0.29, 2.02, -0.49], [0.06, 1.00, 0.57], [0.07, 0.21, -0.13], [-0.24, 0.13, 0.03], [0.19, 0.52, 0.45], [2.42, -1.37, 1.18], [-1.47, -0.85, -0.83], [-0.17, -0.41, -0.22], [-0.57, -0.25, -1.00], [0.32, -0.33, 0.12], [0.10, -0.02, 0.17], [0.15, -0.66, -0.50], [-1.16, 0.03, 0.65]],
  "spin_multiplicity": 1,
  "homo_ev": -9.652,
  "total_charge": 0
}

(2)
{
  "formula": "C45H50IrN6O5P3S5SbTe",
  "method": "the ωB97M-V functional and the def2-TZVPD basis",
  "symbols": ["O", "H", "H", "H", "H", "C", "H", "C", "C", "C", "N", "H", "H", "C", "C", "O", "C", "N", "H", "H", "C", "C", "C", "N", "N", "C", "O", "P", "C", "S", "C", "C", "Ir", "C", "C", "H", "C", "H", "Sb", "H", "C", "C", "C", "N", "H", "H", "S", "H", "O", "H", "S", "H", "H", "N", "C", "Te", "C", "C", "C", "C", "S", "C", "C", "H", "H", "H", "H", "C", "C", "C", "H", "C", "C", "C", "C", "C", "C", "P", "H", "H", "C", "H", "C", "H", "H", "H", "C", "C", "H", "H", "C", "C", "H", "H", "H", "H", "H", "H", "H", "C", "H", "S", "H", "O", "H", "P", "H", "C", "H", "H", "H", "C", "H", "H", "H", "H", "H"],
  "positions_angstrom": [[1.255, -1.791, 0.651], [2.841, -6.204, 2.172], [-6.198, -0.585, -5.581], [4.608, -3.134, -1.262], [5.660, -1.374, 2.501], [-0.290, -2.078, -3.810], [0.881, -1.204, 5.565], [5.259, -3.827, 1.355], [5.026, -2.451, 0.743], [1.871, -5.982, 1.719], [-0.293, 7.080, 2.226], [2.006, -5.857, 0.644], [-2.129, 4.418, -0.906], [-4.940, 3.163, 1.417], [5.889, -1.407, 1.434], [2.457, -3.758, -0.453], [2.513, 1.944, -0.358], [-6.006, -0.214, -3.521], [-6.564, -1.968, -4.539], [-7.807, -0.643, -2.528], [2.322, -0.273, -1.497], [1.193, -4.828, 3.834], [-0.913, 2.326, -1.771], [3.080, -2.944, -3.896], [0.929, -0.799, -2.220], [-1.454, 1.857, -2.969], [-0.102, -0.223, -1.831], [2.343, -2.845, 0.712], [-4.846, -0.138, -2.816], [-3.660, -4.406, 2.506], [-0.177, 1.843, 1.055], [-1.460, 6.593, 2.643], [-1.307, -0.636, 0.118], [-0.082, -4.404, 1.727], [0.050, 3.322, -1.784], [-4.289, -2.588, -4.578], [-5.905, -1.103, -4.664], [3.558, -0.280, -3.327], [-3.956, -2.582, 1.206], [-7.899, 0.589, -3.820], [0.850, -0.577, 3.521], [-2.910, 4.058, -0.250], [3.410, 2.445, -1.277], [-1.249, -2.285, -4.406], [0.596, -5.699, 4.112], [4.401, 0.782, 4.139], [-2.428, -2.470, -0.704], [-0.779, -5.219, 1.925], [2.208, -3.614, 2.104], [-3.860, 1.311, 1.489], [-2.560, -0.765, 2.025], [0.466, 3.680, -0.850], [2.685, -1.237, -1.150], [-3.899, -0.818, -3.509], [0.689, 6.192, 2.044], [-0.968, 2.262, 2.996], [-0.041, 3.375, -4.187], [0.487, 3.846, -2.995], [0.556, 4.830, 2.265], [-1.014, 2.377, -4.174], [-4.590, 0.633, -1.376], [2.820, 0.536, 2.714], [0.927, -1.743, -3.110], [4.954, -3.833, 2.403], [3.149, -0.285, 5.989], [1.639, 6.594, 1.707], [-0.506, -3.498, 2.162], [3.395, 0.411, 3.974], [-7.285, 0.192, -3.007], [-4.417, -1.510, -4.675], [0.722, -3.936, 4.249], [2.148, -2.408, -3.494], [-1.697, 5.247, 2.891], [-0.669, 4.335, 2.703], [-2.854, 2.772, 0.276], [-3.966, 4.901, 0.073], [1.282, -4.715, 2.322], [-1.502, 1.649, -0.198], [2.193, -4.924, 4.263], [1.194, -6.820, 1.900], [5.306, -2.466, -0.755], [6.948, -1.639, 1.297], [-4.983, 4.455, 0.903], [3.809, 3.446, -1.195], [5.684, -0.421, 1.010], [4.429, 1.946, -3.116], [2.698, -0.196, 5.008], [1.970, 0.660, -0.391], [-3.047, -1.108, -3.056], [2.199, 2.591, 0.457], [1.426, -0.706, 4.773], [-3.881, 2.326, 1.107], [-0.131, -1.002, 3.329], [0.305, 3.782, -5.129], [-3.907, -1.188, -5.583], [-5.816, 5.106, 1.138], [-7.124, 0.965, -2.258], [-5.740, 2.794, 2.046], [-3.991, 5.905, -0.332], [1.535, 0.066, 2.490], [-1.423, 2.000, -5.103], [-6.094, -2.052, 0.698], [-2.209, 1.081, -2.946], [3.679, -2.001, 0.972], [1.393, 4.163, 2.104], [0.749, 0.249, 0.859], [3.380, 0.986, 1.905], [3.736, 1.593, -2.356], [-2.680, 4.919, 3.206], [6.320, -4.080, 1.285], [6.329, -2.807, -0.939], [3.250, 0.331, -2.487], [-2.260, 7.315, 2.775], [1.250, 4.614, -3.000], [5.190, -1.461, -1.170], [4.679, -4.586, 0.827], [-0.021, -4.260, 0.648]],
  "forces_ev_per_a": [[-0.12, -0.03, -0.19], [-0.01, 0.00, 0.01], [-0.02, 0.01, -0.04], [0.03, -0.01, 0.02], [0.01, -0.02, -0.01], [0.37, 0.20, 0.41], [0.01, -0.01, -0.01], [-0.10, -0.06, 0.03], [0.02, -0.03, -0.07], [0.04, -0.03, -0.07], [0.03, -0.09, -0.01], [-0.01, 0.01, 0.02], [0.00, -0.02, -0.05], [0.07, 0.09, -0.01], [0.01, 0.06, 0.04], [0.04, 0.00, 0.07], [-0.17, 0.12, 0.07], [-0.09, 0.09, 0.00], [-0.01, -0.01, 0.02], [-0.01, -0.01, -0.02], [1.20, 0.45, 0.80], [0.01, 0.04, 0.07], [-0.27, -0.08, -0.16], [0.06, -0.06, -0.04], [0.33, 0.11, 0.70], [-0.02, 0.07, -0.01], [-0.78, -0.53, -0.59], [-0.16, -0.02, -0.24], [0.27, -0.36, -0.15], [0.00, -0.03, -0.02], [-0.44, -0.23, 0.26], [0.04, -0.01, 0.02], [0.24, 1.47, -0.76], [0.02, -0.01, -0.07], [0.04, 0.03, -0.05], [0.03, 0.00, -0.01], [0.06, -0.06, 0.09], [0.13, -0.01, 0.10], [-0.05, -0.23, 0.10], [-0.01, 0.00, 0.01], [-0.02, -0.13, -0.08], [0.06, 0.09, 0.06], [-0.06, -0.21, -0.10], [-0.04, -0.07, -0.09], [-0.01, 0.02, 0.00], [-0.01, 0.01, 0.01], [0.01, -0.12, 0.09], [0.00, 0.03, 0.03], [0.10, -0.22, 0.19], [-0.02, 0.08, -0.05], [0.08, -0.17, 0.11], [0.02, -0.02, -0.01], [-0.26, -0.27, -0.24], [0.02, 0.16, -0.13], [-0.06, 0.03, 0.01], [0.46, 0.18, -0.17], [-0.05, -0.04, 0.02], [-0.03, 0.02, 0.01], [-0.01, 0.06, 0.02], [0.05, 0.06, 0.06], [-0.22, 0.34, -0.20], [0.04, 0.11, 0.05], [-0.02, -0.57, -0.67], [0.04, 0.02, -0.01], [0.01, -0.02, 0.00], [0.00, 0.01, -0.02], [0.01, -0.01, 0.02], [-0.03, 0.01, -0.01], [0.05, 0.01, 0.03], [-0.08, 0.00, 0.13], [0.01, -0.01, -0.01], [-0.44, 0.30, 0.12], [-0.02, 0.07, 0.07], [-0.09, -0.02, -0.08], [-0.43, -0.37, -0.29], [0.00, -0.05, 0.07], [-0.08, 0.14, -0.03], [0.91, -0.16, 1.20], [-0.01, -0.04, -0.01], [0.03, 0.00, 0.01], [-0.03, -0.01, -0.05], [-0.01, 0.01, 0.01], [0.03, -0.05, -0.01], [0.03, -0.02, 0.01], [0.00, -0.02, 0.00], [-0.02, -0.01, 0.00], [-0.03, -0.02, -0.05], [-0.37, -0.19, -0.46], [-0.05, -0.06, 0.15], [-0.01, -0.03, 0.04], [0.07, 0.06, 0.02], [-0.07, 0.01, 0.03], [0.02, 0.04, 0.01], [0.02, -0.01, -0.01], [0.00, -0.01, -0.02], [-0.01, 0.01, 0.01], [0.01, 0.00, 0.01], [0.00, 0.00, 0.00], [0.00, 0.00, -0.01], [-0.27, -0.30, 0.10], [-0.01, 0.00, 0.00], [0.03, 0.06, -0.04], [0.01, 0.06, -0.01], [0.11, 0.10, 0.10], [0.00, 0.01, -0.02], [0.17, 0.16, -0.03], [-0.01, -0.02, 0.00], [0.05, 0.15, -0.18], [-0.01, 0.00, -0.05], [0.01, -0.02, 0.00], [-0.01, 0.03, -0.01], [-0.37, 0.00, 0.07], [0.00, 0.01, 0.00], [0.02, -0.02, 0.00], [0.00, -0.01, 0.01], [0.01, 0.03, 0.00], [0.01, -0.04, 0.00]],
  "spin_multiplicity": 2,
  "homo_ev": [-2.238, -2.361],
  "total_charge": -2
}

Electronic energy? In order: -10848.72437, -165371.68620 eV.
ΔE to the lowest compared entry with this formula, charge and spin? In order: 250.0, 279.5 kJ/mol.
F_max? In order: 3.02, 1.68 eV/Å.